A molecular structure, C20H28BIN11ORh. Source: the OMol25 dataset; level of theory: wB97M-V/def2-TZVPD.

Geometry as XYZ:
```
63
Properties=species:S:1:pos:R:3:forces:R:3
Rh -0.1203 0.4066 0.0293 3.155 -3.124 -0.229
C -1.7530 -3.3061 -1.5554 0.360 0.675 0.328
C -1.8210 -1.9356 -1.3464 -0.680 -0.013 -0.398
N -0.7593 -1.5368 -0.6493 0.942 2.122 0.875
N 0.0090 -2.6145 -0.3977 0.497 -0.145 0.158
C -0.5703 -3.6931 -0.9423 -0.751 0.065 -0.530
B 1.2823 -2.4940 0.4697 0.209 -1.033 0.097
N 0.8742 -1.8727 1.8330 -0.067 -0.124 -0.207
C 1.0531 -2.3699 3.0668 -0.347 0.610 0.349
C 0.6177 -1.4280 3.9891 0.009 0.027 -0.587
C 0.1685 -0.3628 3.2177 -0.138 0.057 0.593
N 0.3198 -0.6434 1.9256 -0.521 0.835 -1.971
N 2.2655 -1.4997 -0.1942 0.018 -0.290 -0.166
C 3.5181 -1.7068 -0.6305 -0.068 0.425 -0.161
C 4.0530 -0.4961 -1.0334 -0.578 0.170 0.231
C 3.0332 0.4265 -0.8137 0.543 0.368 -0.392
N 1.9736 -0.1951 -0.3134 -2.715 -0.062 0.597
N 1.9615 -3.8314 0.6835 0.153 0.351 -0.279
C 3.1137 -4.0673 1.3469 1.000 -1.077 0.765
C 3.3340 -5.4353 1.3581 0.089 0.593 -0.028
C 2.2391 -5.9830 0.6540 1.197 1.033 0.273
N 1.4958 -5.0026 0.2289 -2.340 -0.462 -0.740
H -2.4595 -3.9285 -2.0619 -0.160 -0.110 -0.160
H -2.5791 -1.2483 -1.6683 -0.112 0.211 -0.026
H -0.1182 -4.6673 -0.8782 0.168 0.097 0.223
H 1.4572 -3.3451 3.2563 0.134 -0.193 -0.225
H 0.6303 -1.5126 5.0563 -0.020 0.037 0.197
H -0.2389 0.5678 3.5603 -0.123 0.224 -0.035
H 3.9636 -2.6795 -0.6426 0.002 -0.299 0.103
H 5.0363 -0.3050 -1.4070 0.236 0.063 -0.085
H 3.0398 1.4857 -0.9662 -0.037 0.245 -0.058
H 3.6968 -3.2811 1.7857 0.146 0.174 0.117
H 4.1864 -5.9720 1.7242 0.118 0.050 0.324
H 2.0307 -7.0054 0.4144 -0.135 -0.194 -0.121
N 0.5490 0.8844 -3.9722 -0.165 -0.174 0.251
C 0.7550 1.7116 -2.9572 1.203 0.172 -1.718
O 0.1156 1.6560 -1.8967 -0.973 -0.641 2.429
C 1.8070 2.7788 -3.1733 -0.567 0.400 -0.055
I 0.8611 4.5088 -4.1279 0.247 -0.617 0.350
H -0.1668 0.1698 -3.9321 0.083 0.110 0.065
H 1.0458 0.9787 -4.8473 0.020 0.086 0.088
H 2.6133 2.4541 -3.8265 -0.088 0.005 -0.017
H 2.1987 3.1436 -2.2269 -0.087 -0.056 -0.098
C -1.1873 3.3305 0.9191 0.385 0.035 0.005
C -2.1790 4.5612 1.0697 0.264 1.080 0.364
N -3.4613 4.0915 0.6807 0.425 -0.578 -0.093
C -3.9797 3.0993 1.5527 -0.975 0.073 0.697
C -2.9724 1.8698 1.4849 -0.116 -0.328 0.298
N -1.9597 2.1791 0.5019 0.770 -1.369 -0.224
C -2.5792 2.4071 -0.7871 0.056 -0.090 -0.459
C -3.5018 3.6930 -0.6801 -0.618 0.519 -0.832
H -0.7025 3.1388 1.8793 -0.094 0.021 -0.081
H -0.4303 3.5629 0.1680 -0.070 0.015 -0.004
H -1.8602 5.3786 0.4221 -0.029 -0.068 0.018
H -2.1985 4.9140 2.1007 -0.009 -0.067 -0.028
H -4.9773 2.7946 1.2327 0.110 0.013 -0.026
H -4.0419 3.4775 2.5732 0.063 -0.006 -0.037
H -3.5228 0.9742 1.1962 0.038 0.066 0.026
H -2.5205 1.7149 2.4643 -0.012 0.017 -0.062
H -3.1807 1.5410 -1.0700 0.016 0.105 0.093
H -1.8169 2.5789 -1.5467 -0.111 0.027 0.106
H -4.5220 3.4516 -0.9817 0.065 -0.008 0.047
H -3.1167 4.4870 -1.3205 -0.013 -0.047 0.065
```
Positions in Å, forces in eV/Å.

Its molecular weight is 679.142 u. For the total energy, the calculation gives -51391.210 eV. Its LUMO energy (alpha / beta) is -11.88 / -12.19 eV. For the largest force on an atom, the calculation gives 4.45 eV/Å. As for the multiplicity: 2. Its total charge is +3.

Results of the Löwdin charge analysis, in e, for atoms 1 through 5:
1. Rh 1.25
2. C 0.02
3. C -0.10
4. N -0.03
5. N 0.05